A cluster of 11 separate species, C4H20BO18 in total. Source: the OMol25 dataset; level of theory: ωB97M-V/def2-TZVPD.

XYZ file:
```
43
Properties=species:S:1:pos:R:3:mulliken_charge:R:1
O 16.419 -3.477 -14.905 -0.59
C 17.414 -3.608 -15.550 0.63
O 18.300 -4.589 -15.468 -0.52
B 19.281 -4.453 -16.554 1.25
O 18.948 -3.198 -17.223 -0.59
C 17.929 -2.611 -16.615 0.40
O 17.446 -1.558 -16.918 -0.55
O 19.214 -5.610 -17.484 -0.45
C 20.389 -6.150 -17.628 0.69
O 20.688 -7.078 -18.335 -0.78
C 21.367 -5.400 -16.683 0.46
O 20.676 -4.465 -16.075 -0.48
O 22.527 -5.651 -16.508 -0.70
O 25.687 -5.452 -17.560 -0.64
H 25.577 -4.970 -16.731 0.34
H 25.079 -6.189 -17.463 0.30
O 17.327 -6.301 -12.452 -0.66
H 18.071 -5.862 -12.030 0.31
H 17.456 -6.131 -13.391 0.36
O 16.733 0.741 -18.859 -0.61
H 16.914 -0.194 -18.699 0.33
H 16.491 0.797 -19.787 0.29
O 24.643 -5.350 -14.708 -0.65
H 24.761 -6.151 -14.190 0.30
H 23.746 -5.432 -15.080 0.40
O 21.975 -9.273 -17.176 -0.71
H 22.900 -9.028 -17.072 0.32
H 21.602 -8.584 -17.755 0.40
O 20.346 -8.627 -14.978 -0.61
H 20.348 -9.534 -14.664 0.27
H 20.945 -8.643 -15.748 0.39
O 18.192 -7.994 -19.615 -0.64
H 18.015 -7.874 -18.678 0.30
H 19.147 -7.875 -19.683 0.35
O 21.083 -2.939 -13.604 -0.60
H 21.412 -3.191 -14.476 0.36
H 21.793 -3.169 -12.998 0.29
O 14.009 -1.485 -15.502 -0.67
H 14.736 -0.852 -15.626 0.38
H 14.466 -2.295 -15.252 0.34
O 16.131 0.448 -15.375 -0.64
H 16.480 0.637 -14.500 0.30
H 16.893 0.149 -15.893 0.34
```

Values from the calculation:
**E_LUMO**: 2.1 eV
**Net charge**: -1
**Energy above the lowest of the compared OMol25 structures with the same formula, charge and spin**: 0.0 kJ/mol
**Frontier orbital gap**: 10.06 eV